Density functional theory data (the ωB97M-V functional and the def2-TZVPD basis) for a structure of composition C9H10N2O4SY.

Cartesian coordinates (Å):
Y 1.75 0.70 -0.53
O -0.36 -2.10 0.03
C 0.30 -1.14 -0.14
C 1.76 2.98 -0.23
O 1.88 4.12 -0.14
C -0.04 0.71 -2.24
O -0.87 0.81 -3.05
C 2.28 0.15 1.80
O 2.42 -0.02 2.93
C 4.84 -0.64 -2.21
H 5.14 -1.32 -1.41
H 4.34 -1.10 -3.06
C 5.10 0.67 -2.15
H 4.82 1.34 -2.96
H 5.62 1.12 -1.31
S -0.66 1.20 0.76
C -2.15 0.22 1.03
N -3.09 -0.07 0.09
C -4.21 -0.87 0.63
C -3.72 -1.23 2.04
N -2.47 -0.46 2.15
H -3.24 0.56 -0.69
H -4.37 -1.79 0.06
H -5.13 -0.28 0.63
H -3.53 -2.30 2.11
H -4.42 -0.94 2.84
H -1.99 -0.31 3.04

Summary:
ΔE to the lowest compared entry with this formula, charge and spin = 2.8 kcal/mol
LUMO = -0.50347 Ha
gap between HOMO and LUMO = 5.77 eV
DFT total energy = -32512.338 eV
charge = +3